Record 1
2 unconnected molecules or ions with the total composition C5H11N at a distorted geometry, computed with the ωB97M-V functional and the def2-TZVPD basis.

Properties
- total energy (a.u.) = -251.6695
- E_LUMO (alpha / beta) (eV) = 3.19 / 3.13
- net charge = -1
- 2S+1 = 2
- expectation value of S² = 0.752
- strongest force on any atom (eV/A) = 4.386

Last columns: bonded neighbours and bond lengths (Å).
Positions of all 17 atoms, in Å:
1 C -2.27 -0.43 3.77  C2 1.521, H4 1.097, H5 1.182, H6 1.116
2 C -1.73 -1.29 2.64  C1 1.521, C3 1.346, H7 1.086
3 C -2.67 -1.68 1.75  C2 1.346, H8 1.129, H9 1.092
4 H -2.15 0.66 3.67  C1 1.097
5 H -1.49 -0.69 4.63  C1 1.182
6 H -3.26 -0.91 3.92  C1 1.116
7 H -0.70 -1.63 2.59  C2 1.086
8 H -2.43 -2.01 0.70  C3 1.129
9 H -3.62 -2.07 2.12  C3 1.092
10 C 3.21 1.67 -2.81  N12 1.458, H13 1.066, H14 1.127, H15 1.204
11 C 1.38 0.34 -2.96  N12 1.280, H16 1.019, H17 1.133
12 N 1.83 1.41 -2.41  C10 1.458, C11 1.280
13 H 3.51 2.44 -3.48  C10 1.066
14 H 3.72 1.99 -1.86  C10 1.127
15 H 3.72 0.65 -3.19  C10 1.204
16 H 0.57 -0.17 -2.62  C11 1.019
17 H 1.72 0.13 -4.02  C11 1.133

natural (NBO) atomic charge list, values in e, 4 entries: -0.658 -0.175 -0.448 0.231


Record 2
A single CH3Cl2OP molecule at a distorted geometry, computed with the ωB97M-V functional and the def2-TZVPD basis.

Properties
- total energy (a.u.) = -1376.7983
- E_LUMO (eV) = -0.37
- strongest force on any atom (eV/A) = 6.994

Last columns: bonded neighbours and bond lengths (Å).
Positions of all 8 atoms, in Å:
1 C 0.12 -1.03 0.22  P2 1.829, H6 1.128, H7 1.189, H8 1.145
2 P -0.16 0.74 -0.15  C1 1.829, O3 2.090, Cl4 1.996, Cl5 2.023
3 O 0.19 1.09 -2.18  P2 2.090
4 Cl 1.29 1.74 0.79  P2 1.996
5 Cl -1.92 1.44 0.56  P2 2.023
6 H 0.61 -1.31 -0.75  C1 1.128
7 H 0.70 -1.00 1.26  C1 1.189
8 H -0.84 -1.67 0.24  C1 1.145

natural (NBO) atomic charge list, values in e, 4 entries: -1.012 1.366 -0.826 -0.194